Entry 1:
Formula: C22H27NO3P2Ti
Source: the Open Molecules 2025 dataset
Level of theory: ωB97M-V with the def2-TZVPD basis set

```
56
Properties=species:S:1:pos:R:3:forces:R:3:mulliken_charge:R:1
C -1.439018 3.572577 -2.129658 -0.17 -1.01 0.45 -0.388
C -1.240534 2.238262 -1.770985 -0.51 -0.30 -0.05 -0.099
C 0.068218 1.645557 -1.828053 0.35 0.02 0.13 0.832
C 1.138437 2.415977 -2.434621 -0.77 -0.38 0.79 0.734
C 0.883687 3.774190 -2.773144 -0.67 0.25 -0.28 -0.780
C -0.370608 4.343560 -2.596130 1.26 0.06 -0.13 -0.978
C 2.387129 1.801144 -2.583694 -0.08 0.07 -0.56 -0.846
C 2.546904 0.426474 -2.369430 -0.72 -0.18 0.71 0.677
C 1.447750 -0.298372 -1.756197 0.19 0.67 -0.17 0.836
C 1.549898 -1.723360 -1.654741 0.07 -0.20 -0.09 -0.069
C 2.758053 -2.359267 -1.963914 -1.10 0.21 0.48 -0.381
C 3.860333 -1.622008 -2.413317 0.49 0.93 -0.32 -1.027
C 3.745477 -0.268807 -2.662290 0.13 -0.48 -0.04 -0.748
H -2.446270 4.020174 -2.027069 0.70 -0.37 -0.21 0.436
H 1.681257 4.336245 -3.251843 -0.09 0.04 0.22 0.468
H -0.523863 5.396158 -2.811866 0.04 -0.18 -0.14 0.424
H 3.211038 2.403116 -2.984112 -0.18 -0.30 0.20 0.481
H 2.853224 -3.451255 -1.847212 -0.17 0.62 -0.15 0.463
H 4.809374 -2.113857 -2.594102 -0.15 -0.03 -0.09 0.424
H 4.550657 0.299881 -3.120810 0.02 -0.20 0.16 0.483
N 0.328948 0.383882 -1.290122 -0.34 -0.62 -1.32 -0.543
Ti 0.053018 0.117147 0.985236 -2.06 2.21 -1.03 -0.939
C -2.434788 1.394299 -1.315709 0.29 -0.05 0.20 -1.013
H -2.519158 0.394471 -1.793814 0.25 0.67 0.05 0.365
H -3.401583 1.914348 -1.435482 0.47 -0.08 -0.17 0.565
C 0.326110 -2.506350 -1.220331 0.20 0.09 -0.25 -1.259
H -0.603368 -2.273065 -1.777067 0.58 0.22 0.18 0.430
H 0.497489 -3.584151 -1.359696 0.00 0.26 0.16 0.620
P -2.209461 1.125961 0.473448 -0.36 0.51 0.12 1.114
P 0.054696 -2.199208 0.565509 0.36 -2.65 -1.10 1.627
C 1.389133 -3.189423 1.268751 0.24 -0.01 0.67 -1.552
H 1.365742 -3.125467 2.362281 0.04 -0.07 -0.15 0.335
H 1.269877 -4.232151 0.959795 -0.08 0.13 0.04 0.476
H 2.364236 -2.837936 0.926257 -0.08 0.07 -0.01 0.407
C -1.448921 -3.147846 0.852610 -0.47 0.21 0.57 -1.209
H -1.291430 -4.195025 0.576133 0.08 0.18 -0.01 0.458
H -1.719497 -3.090523 1.909637 -0.10 -0.09 -0.08 0.412
H -2.270260 -2.740059 0.257778 0.06 -0.06 0.06 0.351
C -2.293854 2.802654 1.168054 0.03 -0.04 0.23 -1.352
H -3.240861 3.259737 0.854808 0.19 0.04 0.20 0.434
H -2.230659 2.741653 2.262524 -0.18 0.06 -0.25 0.400
H -1.452050 3.405703 0.810876 -0.21 -0.08 0.01 0.386
C -3.670131 0.245070 1.038776 -0.06 -0.15 0.26 -1.127
H -3.531113 -0.004893 2.097761 -0.24 0.20 -0.30 0.360
H -4.542596 0.899678 0.885548 0.13 -0.48 0.03 0.445
H -3.740060 -0.697632 0.479880 -0.28 0.30 0.03 0.365
C 1.882312 0.038105 1.743899 7.55 -0.72 2.78 0.533
O 2.992928 -0.045566 2.136192 -5.51 0.53 -1.95 -0.276
H 1.232629 1.122649 0.348086 0.23 0.26 1.10 0.265
C -0.148423 -1.270514 5.368325 0.23 -0.63 -0.09 -0.756
O 0.329187 -0.967173 4.024522 -0.19 0.23 -0.96 -0.243
C -0.471499 -0.418523 3.107138 -0.34 -0.36 0.19 0.640
O -1.646317 -0.103563 3.288945 1.39 -0.13 -0.20 -0.556
H -0.700355 -0.425086 5.750111 -0.16 0.10 0.18 0.341
H 0.786258 -1.441527 5.930804 -0.70 0.04 -0.17 0.256
H -0.777317 -2.186052 5.331732 0.41 0.66 0.10 0.298
```
Positions in Å, forces in eV/Å.

## Properties
* LUMO energy: -8.327 eV
* HOMO energy: -0.5180 hartree
* F_max: 8.1 eV/A
* HOMO-LUMO gap: 5.768 eV
* total charge: +2



Entry 2:
Formula: C22H27NO5
Source: the Open Molecules 2025 dataset
Level of theory: ωB97M-V with the def2-TZVPD basis set

```
55
Properties=species:S:1:pos:R:3:forces:R:3:mulliken_charge:R:1
C 2.170109 4.304463 -3.334237 0.04 0.04 0.06 -1.088
N 2.381423 2.912324 -3.688746 -0.10 0.09 -0.09 -0.073
C 1.249147 2.068383 -3.326615 -0.10 -0.19 0.34 -0.863
C 1.148871 1.856308 -1.813430 0.17 0.18 -0.12 -0.931
O 0.285467 0.762157 -1.626263 -0.09 -0.07 0.02 -0.339
C -0.007954 0.333408 -0.361647 -0.06 -0.03 0.30 1.404
C 0.543749 0.945489 0.762210 0.16 0.15 -0.24 -0.695
C 0.248460 0.518198 2.040040 -0.16 -0.17 -0.04 -1.195
C -0.625391 -0.542635 2.231445 0.09 0.12 -0.25 -0.280
C -1.167538 -1.148006 1.103140 0.18 0.20 0.12 -0.758
C -0.888326 -0.751928 -0.198697 0.09 0.18 -0.15 0.245
C -1.567050 -1.543933 -1.316090 -0.11 -0.13 -0.18 2.205
C -1.243866 -1.077796 -2.737083 -0.04 -0.05 0.04 -2.131
H -1.551083 -0.048653 -2.893871 -0.01 0.07 -0.09 0.337
H -1.780792 -1.706226 -3.446045 -0.08 -0.10 -0.02 0.587
H -0.182198 -1.162048 -2.945709 0.07 0.01 -0.10 0.332
C -1.129786 -3.013554 -1.209185 -0.06 0.16 -0.01 -1.728
H -1.409270 -3.452850 -0.256042 -0.02 -0.08 0.11 0.317
H -1.595098 -3.596946 -2.000745 -0.06 -0.08 -0.10 0.466
H -0.049911 -3.090003 -1.315329 0.12 -0.05 -0.01 0.390
C -3.090074 -1.438010 -1.136370 0.17 -0.02 -0.02 -1.702
H -3.416650 -1.852984 -0.187371 -0.07 -0.04 0.12 0.331
H -3.595827 -1.979086 -1.933156 -0.07 -0.07 -0.10 0.463
H -3.400017 -0.395910 -1.177693 -0.07 0.11 -0.01 0.389
H -1.825346 -1.987439 1.262555 -0.08 -0.12 -0.03 0.665
C -0.968834 -1.015225 3.580391 -0.20 -0.11 0.23 0.106
C -2.275263 -1.379477 3.889321 0.16 0.07 -0.14 -0.755
C -2.640475 -1.827281 5.155071 0.13 -0.13 0.42 -0.978
C -1.649276 -1.900908 6.102574 0.46 0.17 -0.25 1.050
C -0.334928 -1.537624 5.805773 -0.56 -0.09 0.08 0.924
C 0.029951 -1.092225 4.561901 -0.01 -0.09 0.28 -1.342
H 1.052229 -0.833326 4.343396 0.16 0.03 -0.04 0.554
O 0.445259 -1.707811 6.921064 0.11 0.17 -0.51 -0.498
C -0.418378 -2.189734 7.926952 0.34 -0.30 1.21 -0.259
O -1.725939 -2.306112 7.410275 -0.36 0.04 -0.37 -0.486
H -0.419476 -1.489973 8.778482 -0.03 -0.10 -0.26 0.249
H -0.068929 -3.176689 8.271469 -0.09 0.21 -0.16 0.242
H -3.655504 -2.102559 5.387399 -0.14 -0.03 0.03 0.430
H -3.037944 -1.292087 3.131082 -0.07 0.03 -0.09 0.514
H 0.682125 1.029009 2.886174 0.04 0.06 0.09 0.583
H 1.220392 1.777172 0.646274 0.05 0.08 -0.05 0.394
H 0.748116 2.750315 -1.316938 0.08 -0.10 0.02 0.537
H 2.149525 1.642040 -1.410036 -0.10 0.05 -0.01 0.485
H 1.389736 1.084584 -3.780639 -0.03 0.03 0.01 0.392
H 0.298694 2.478266 -3.701243 0.05 -0.02 -0.06 0.229
C 2.727251 2.736437 -5.092391 0.11 -0.12 0.04 -0.274
H 1.858325 2.675769 -5.761028 0.10 -0.04 0.05 0.284
C 3.587257 1.478228 -5.259699 -0.35 0.37 -0.05 0.454
O 3.735633 0.912376 -6.303097 0.06 -0.06 -0.07 -0.584
O 4.177549 1.098237 -4.129083 0.38 -0.37 0.24 -0.503
H 3.870293 1.695383 -3.413725 -0.09 0.06 -0.28 0.451
H 3.342811 3.577525 -5.424260 -0.05 -0.04 0.03 0.425
H 2.026558 4.383276 -2.258873 -0.02 0.10 0.03 0.265
H 3.054661 4.879519 -3.602967 -0.01 0.06 0.03 0.400
H 1.297529 4.740172 -3.838687 -0.03 0.01 -0.01 0.362
```
Positions in Å, forces in eV/Å.

## Properties
* LUMO energy: 0.524 eV
* HOMO energy: -0.2857 hartree
* F_max: 1.3 eV/A
* HOMO-LUMO gap: 8.298 eV
* SMILES: CN(CCOc1ccc(-c2ccc3c(c2)OCO3)cc1C(C)(C)C)CC(=O)O
* ΔE to the lowest compared entry with this formula, charge and spin: 173.59 kJ/mol



Entry 3:
Formula: C22H28BN3O7P
Source: the Open Molecules 2025 dataset
Level of theory: ωB97M-V with the def2-TZVPD basis set

```
62
Properties=species:S:1:pos:R:3:forces:R:3:mulliken_charge:R:1
C 1.091574 -1.079475 -1.994030 0.91 0.12 -0.50 -0.536
C 1.630913 -2.510567 -2.612850 -0.19 0.40 -0.36 -0.190
C 0.514985 -3.049165 -3.690983 -0.49 -1.81 0.81 -0.747
P 0.973733 -2.745475 -5.523517 -0.43 -1.14 1.04 -0.045
B 1.653046 -0.970280 -5.763679 0.47 4.34 -0.58 0.529
C 3.304444 -0.793669 -5.734208 -0.21 0.37 -1.16 -0.867
O 0.719315 0.186211 -5.991132 1.49 -4.37 1.93 -0.471
H 0.110445 -0.756867 -2.583893 2.07 -0.55 1.54 0.226
H 0.926333 -1.136000 -0.830782 0.21 0.15 -2.48 0.018
H 1.945497 -0.286552 -2.214921 -2.00 -1.44 0.64 0.180
H 1.829531 -3.333380 -1.782331 -0.62 1.80 -1.86 0.348
H 2.634148 -2.356115 -3.205511 -1.80 -0.29 1.33 0.180
H -0.567189 -2.611745 -3.534312 2.22 -0.86 -0.22 0.431
H 0.470919 -4.233937 -3.551662 -0.20 2.54 -0.63 0.354
H -0.115371 -2.933286 -6.457708 0.66 -0.18 0.78 0.217
H 2.029126 -3.667314 -5.879138 -0.86 0.60 0.15 0.185
H 3.820609 -1.688698 -6.305666 -0.90 1.70 1.36 0.314
H 3.555735 0.177320 -6.359812 -0.40 -1.85 1.45 0.274
H 3.751467 -0.686089 -4.653433 -0.91 -0.25 -2.06 0.323
H -0.139463 -0.086362 -5.552196 0.99 0.78 -1.06 0.283
C -3.968096 -3.139739 2.094785 0.14 0.05 -0.03 -0.479
C -3.053817 -4.156736 1.815589 0.17 0.36 -0.01 -0.439
C -1.704991 -3.851765 1.623092 -0.01 0.02 0.00 -0.386
C -1.279981 -2.519384 1.717421 -0.91 -0.21 0.15 0.084
C -2.196971 -1.495515 1.989973 0.00 -0.04 0.01 -0.302
C -3.543802 -1.812451 2.177770 0.23 -0.24 -0.11 -0.445
N 0.140760 -2.195430 1.541299 0.95 0.29 0.05 0.985
O 0.917708 -3.126669 1.282741 -0.92 1.31 0.17 -0.590
O 0.482560 -1.010591 1.665277 -0.36 -1.68 -0.32 -0.565
H -5.017847 -3.383113 2.249689 0.23 0.06 -0.03 0.387
H -3.392401 -5.188601 1.751029 0.13 0.21 0.01 0.387
H -1.004990 -4.655732 1.406319 -0.02 0.34 0.09 0.447
H -1.881636 -0.456644 2.061072 0.11 -0.30 -0.03 0.504
H -4.262903 -1.025115 2.392807 0.22 -0.13 0.01 0.399
C 0.827094 1.340229 6.564058 -0.13 -0.02 -0.06 -0.380
C 0.245654 2.354127 5.801118 -0.20 -0.33 0.05 -0.498
C -1.021742 2.171842 5.244456 -0.02 -0.05 0.02 -0.389
C -1.702965 0.966461 5.463007 0.90 0.16 0.39 0.103
C -1.118373 -0.056037 6.222096 0.01 0.02 -0.01 -0.266
C 0.150808 0.136786 6.771338 -0.19 0.28 -0.24 -0.481
N -3.046179 0.778578 4.901807 -1.09 -0.08 -0.40 1.010
O -3.521266 1.699133 4.220210 0.62 -1.41 0.87 -0.590
O -3.629694 -0.287450 5.144981 0.75 1.46 -0.44 -0.571
H 1.813149 1.489170 7.000766 -0.21 -0.03 -0.10 0.377
H 0.779611 3.288672 5.642784 -0.17 -0.20 -0.01 0.399
H -1.461185 2.971668 4.652406 -0.05 -0.31 0.13 0.467
H -1.633769 -0.998400 6.395486 -0.04 0.33 -0.15 0.443
H 0.611851 -0.649765 7.364653 -0.15 0.14 -0.14 0.383
C 0.611775 3.921783 -3.518107 0.00 -0.02 0.12 -0.489
C -0.465875 4.237930 -2.689337 0.36 -0.09 0.15 -0.445
C -0.276161 4.362970 -1.311742 0.10 -0.01 0.03 -0.317
C 1.003774 4.172909 -0.772843 -0.18 -0.09 -1.04 0.036
C 2.085874 3.847879 -1.601625 -0.05 0.01 0.03 -0.339
C 1.883268 3.722730 -2.977472 -0.34 0.05 0.26 -0.441
N 1.214729 4.328011 0.671427 0.22 0.18 1.57 1.009
O 0.228684 4.597383 1.373464 1.47 -0.43 -1.08 -0.585
O 2.366793 4.184952 1.105390 -1.72 0.18 -0.68 -0.580
H 0.460054 3.830900 -4.592315 0.03 0.04 0.21 0.432
H -1.454139 4.390105 -3.117977 0.20 0.00 0.15 0.397
H -1.126183 4.609870 -0.679400 0.36 -0.05 0.02 0.454
H 3.083510 3.692802 -1.196139 -0.34 0.11 0.11 0.440
H 2.717516 3.473692 -3.629590 -0.13 0.08 0.18 0.427
```
Positions in Å, forces in eV/Å.

## Properties
* LUMO energy: -4.613 eV
* HOMO energy: -0.4170 hartree
* F_max: 5.0 eV/A
* HOMO-LUMO gap: 6.734 eV
* ΔE to the lowest compared entry with this formula, charge and spin: 268.74 kJ/mol
* total charge: +1



Entry 4:
Formula: C22H28ClF6NO17PS
Source: the Open Molecules 2025 dataset
Level of theory: ωB97M-V with the def2-TZVPD basis set

```
77
Properties=species:S:1:pos:R:3:forces:R:3:mulliken_charge:R:1
C -2.401100 5.681966 -0.580073 0.02 -0.93 -0.38 -0.987
C -0.967665 5.280010 -1.320052 -0.51 -0.58 -0.16 -0.134
C 0.358200 5.875245 -0.561007 -1.46 1.83 0.18 0.094
F 0.207850 6.021470 0.918398 0.70 -0.90 -3.70 -0.315
P 1.997292 4.933081 -1.026342 -0.21 -0.76 -0.30 0.718
Cl 2.973688 4.508562 0.811004 -1.22 0.18 -2.21 -0.129
N 3.075978 6.061828 -1.937169 4.83 -3.26 3.88 -0.302
C 4.398181 5.794918 -1.559619 -0.42 -1.58 -4.06 0.212
S 6.019391 5.215005 -1.769889 -6.21 2.64 1.34 0.051
O 1.503224 3.536992 -1.942477 2.35 3.25 2.65 0.009
C 2.597210 2.570203 -2.128118 1.62 -2.79 -1.23 -0.409
C 2.610176 1.380700 -0.967099 -0.83 -0.87 1.25 0.269
C 1.108300 0.680726 -0.759750 1.16 0.55 -0.41 -0.355
O 3.504872 0.259490 -1.362865 0.67 1.72 1.44 -0.556
H -3.216331 5.667469 -1.450859 1.81 0.22 2.07 0.290
H -2.364066 6.701221 -0.006089 -0.11 -2.02 -1.24 0.328
H -2.673911 4.783632 0.155229 0.63 2.24 -1.50 0.294
H -0.943784 5.725255 -2.427363 0.11 -0.96 2.46 0.322
H -0.987960 4.091081 -1.397481 0.38 2.70 0.17 -0.038
H 0.527495 6.983393 -0.971159 -0.12 -2.40 1.06 0.386
H 3.661584 3.070228 -2.284116 -2.26 -0.80 0.55 0.152
H 2.366469 2.007269 -3.155029 0.37 1.32 2.26 0.222
H 2.959082 1.759377 0.084846 -0.61 -0.36 -2.13 0.181
H 0.444670 1.364929 -0.053067 1.27 -1.60 -1.62 0.244
H 1.330000 -0.384106 -0.269194 -0.72 2.56 -1.07 -0.029
H 0.666768 0.579200 -1.848672 0.56 0.03 2.41 0.051
H 4.240858 0.146904 -0.664028 -1.88 0.48 -1.65 0.361
C -0.608740 1.966641 -5.292154 0.62 0.35 -1.21 -0.232
C -0.925697 0.674466 -4.620202 0.44 -0.76 0.06 0.290
O -1.511221 1.071899 -3.401148 -0.54 0.75 -0.43 -0.259
C -2.098868 2.272634 -3.664932 -2.01 1.43 1.77 0.709
O -2.930728 2.800223 -2.945541 2.04 -1.05 -1.64 -0.575
O -1.647933 2.810850 -4.839009 -0.61 -0.25 0.94 -0.317
F 0.203694 -0.015801 -4.345118 0.10 -0.23 0.03 -0.267
H 0.356464 2.380259 -4.981201 -0.05 -0.23 0.09 0.081
H -0.619407 1.882196 -6.382175 -0.14 0.17 0.18 0.318
H -1.625000 0.039800 -5.174902 0.17 -0.07 0.11 0.291
C 2.415662 -4.708345 1.727401 0.65 -1.15 0.36 -0.057
C 1.547723 -4.338876 0.573333 -0.54 -0.54 -0.35 0.358
O 0.999435 -3.098357 0.957225 0.82 0.44 0.26 -0.311
C 1.935325 -2.533638 1.770784 0.36 2.43 1.14 0.693
O 1.950984 -1.353833 2.080111 -0.04 -2.50 -0.72 -0.567
O 2.859922 -3.449580 2.192259 -0.70 1.23 -0.38 -0.314
F 0.536716 -5.224431 0.427317 -0.14 -0.09 -0.24 -0.282
H 1.864909 -5.216423 2.526098 -0.06 0.10 -0.35 -0.056
H 3.259540 -5.336179 1.428930 -0.03 0.24 0.17 0.343
H 2.084964 -4.226492 -0.374434 -0.22 -0.08 -0.02 0.285
C -4.728832 4.890334 -7.569320 -1.10 0.67 0.25 -0.451
C -4.087194 3.587000 -7.235672 -0.39 -0.76 0.01 0.586
O -2.942945 3.562828 -8.058468 0.18 0.75 0.33 -0.294
C -2.601367 4.870819 -8.229221 2.71 1.46 -1.29 0.672
O -1.518910 5.246504 -8.647568 -2.61 -0.95 1.04 -0.543
O -3.617713 5.711798 -7.866910 1.02 -0.57 -0.22 -0.301
F -4.885064 2.553170 -7.585326 -0.04 -0.30 0.13 -0.320
H -5.380480 4.829230 -8.447391 0.10 -0.25 0.10 0.277
H -5.304130 5.296827 -6.733145 0.22 0.07 -0.14 0.297
H -3.788407 3.489359 -6.186524 -0.08 -0.15 -0.11 0.081
C 1.129695 -7.851998 6.138467 -0.28 -0.61 1.11 -0.247
C 0.470911 -7.430658 4.869540 -0.66 0.17 -0.13 0.201
O 1.441406 -6.618942 4.248138 0.42 -0.59 0.20 -0.248
C 2.639000 -7.103741 4.681048 3.29 0.36 -0.76 0.593
O 3.710761 -6.846310 4.158627 -2.67 -0.50 1.19 -0.525
O 2.492158 -7.920742 5.768440 0.30 0.65 -1.13 -0.330
F -0.620188 -6.673096 5.121065 -0.37 0.15 -0.08 -0.237
H 1.008602 -7.118392 6.942548 -0.14 -0.01 -0.26 0.188
H 0.769945 -8.822168 6.491654 0.24 0.10 -0.08 0.288
H 0.204350 -8.259747 4.205404 -0.14 0.20 0.01 0.255
C -1.011578 -4.230188 7.746886 0.53 0.50 -1.07 -0.396
C -1.328534 -5.522364 8.418838 0.17 -0.45 0.30 0.408
O -1.914059 -5.124930 9.637891 -0.34 0.41 -0.63 -0.302
C -2.501704 -3.924197 9.374107 -2.37 1.90 2.03 0.577
O -3.333566 -3.396607 10.093499 2.19 -1.32 -1.85 -0.515
O -2.050771 -3.385980 8.200030 -0.45 -0.37 0.78 -0.317
F -0.199144 -6.212632 8.693922 0.25 -0.40 0.05 -0.309
H -0.046373 -3.816571 8.057839 -0.04 -0.27 0.11 0.303
H -1.022244 -4.314634 6.656865 -0.15 0.12 0.17 0.239
H -2.027838 -6.157030 7.864138 0.18 -0.09 0.09 0.307
```
Positions in Å, forces in eV/Å.

## Properties
* LUMO energy: -5.375 eV
* HOMO energy: -0.4602 hartree
* F_max: 7.0 eV/A
* HOMO-LUMO gap: 7.147 eV
* total charge: +1



The lowest LUMO energy belongs to which entry?
C22H27NO3P2Ti



F_max of number 4 (C22H28ClF6NO17PS)?
7.0 eV/A



The highest HOMO-LUMO gap belongs to which entry?
C22H27NO5